1.
ORCA calculation (ωB97M-V/def2-TZVPD) on a 5-piece molecular cluster, C29H31F3N4O3 overall.

Its charge is 0. For the HOMO-LUMO gap, the calculation gives 8.04 eV. The calculation puts the lowest unoccupied orbital energy at -0.56 eV. Its multiplicity is 1. Its SMILES is C=C[C@]1(C[C@H](O)C(F)(F)F)CCC(=O)O1.c1ccncc1.c1ccncc1.c1ccncc1.c1ccncc1.

Last column: Mulliken charge in e.
Cartesian coordinates (Å):
C 0.900 4.695 -2.927  -0.771
C -4.306 -4.692 -0.849  -0.686
N -1.840 -1.130 3.912  -0.574
H -5.268 -5.039 -1.435  0.275
H -0.362 -3.536 2.045  0.413
H 5.099 -2.239 3.366  0.381
C -4.149 -3.311 -0.256  -0.691
H 5.636 -2.310 0.926  0.428
H -3.480 -2.371 -3.355  0.290
C 3.118 -1.478 3.013  -0.318
O -5.523 -2.296 -1.979  -0.426
C 0.235 5.906 -3.082  -0.127
C -4.600 -0.548 -0.585  -0.500
C -2.178 -1.900 4.969  -0.349
H -0.139 7.841 -2.196  0.352
C 4.665 -1.963 1.267  -0.306
H -3.352 -5.397 -0.721  0.230
H -5.834 0.779 -2.173  0.217
N 6.327 3.471 -0.833  -0.586
H -2.328 -3.135 -2.062  0.229
H 1.303 7.346 -0.217  0.349
C 3.703 -1.553 0.350  -0.510
O -1.384 -1.006 -3.778  -0.577
C -1.238 -3.860 3.993  -0.505
H -2.615 0.148 -2.470  0.267
C 1.673 4.512 -1.791  0.177
H -0.381 6.085 -3.959  0.366
O -7.893 -1.419 -2.458  -0.581
C 5.252 1.563 0.907  -0.087
H -4.916 -0.514 0.563  0.404
H 1.698 -0.783 0.159  0.460
H -2.100 -0.982 -4.495  0.359
C 6.548 1.421 0.422  -0.450
F 0.350 -0.024 -1.952  -0.292
C -1.901 -3.255 5.056  -0.285
C 4.496 2.664 0.518  -0.454
H 4.835 0.822 1.583  0.471
N 1.822 5.445 -0.826  -0.385
C -6.008 0.020 -1.286  -0.426
C 1.166 6.612 -1.006  -0.247
C -1.196 -1.745 2.896  -0.331
H -3.973 -3.122 0.909  0.294
H 7.162 0.574 0.706  0.378
F -0.163 -2.184 -1.081  -0.273
H -1.005 -4.920 4.025  0.382
C -2.022 -0.887 -2.424  -0.072
C -0.878 -3.094 2.889  -0.141
C 0.367 6.886 -2.104  -0.408
H 3.484 2.804 0.879  0.466
H -2.194 -3.824 5.931  0.376
C 7.037 2.393 -0.436  -0.250
H 3.902 -1.571 -0.715  0.403
C 5.071 3.581 -0.347  -0.333
N 2.165 -1.071 2.147  -0.330
H -3.848 0.342 -0.683  0.123
C -3.003 -2.191 -2.276  -1.039
C -4.262 -2.009 -1.244  1.507
C 4.371 -1.926 2.626  -0.416
C 2.480 -1.117 0.834  -0.232
H 2.839 -1.433 4.062  0.415
H -6.801 0.521 -0.576  0.306
C -6.649 -1.321 -1.980  0.418
H 4.521 4.455 -0.682  0.479
H 8.044 2.328 -0.838  0.359
H -0.934 -1.105 2.059  0.607
F -1.109 -0.213 -0.060  -0.247
H -2.697 -1.382 5.771  0.389
H 0.819 3.911 -3.672  0.364
H 2.209 3.583 -1.623  0.336
C -0.762 -0.854 -1.354  0.933

2.
ORCA calculation (ωB97M-V/def2-TZVPD) on C29H31N3O3 as an isolated structure.

The value obtained for the energy above the lowest of the compared OMol25 structures with the same formula, charge and spin is 202.0 kcal/mol. Its charge is 0. For the HOMO-LUMO gap, the calculation gives 3.97 eV. The calculation puts the lowest unoccupied orbital energy at -2.11 eV. Its multiplicity is 1.

Last column: Mulliken charge in e.
Cartesian coordinates (Å):
C -3.909 2.135 -0.746  -0.736
C -3.096 7.214 1.872  -0.523
H -3.835 -0.516 -3.230  0.764
H -2.880 -5.895 6.064  0.315
H -3.281 7.281 2.949  0.274
O -3.710 -3.154 -2.971  -0.726
H -9.697 -4.602 -3.323  0.360
H -3.354 -3.836 5.084  0.314
C -2.713 3.769 0.576  1.036
C -7.941 -4.411 -2.086  -0.668
H -4.160 -0.271 2.191  0.476
H -0.959 3.040 1.643  0.260
C -3.708 5.916 1.325  -0.574
C -1.714 -6.342 4.262  -0.576
H -4.591 -4.693 4.164  0.346
C -3.179 1.083 -0.124  0.530
H -4.337 6.108 0.442  0.265
H -0.789 5.749 0.102  0.274
H -4.637 1.880 -1.517  0.480
H -2.045 -4.506 0.595  0.263
N -2.578 5.066 0.991  0.146
N -2.729 -4.486 3.170  0.154
C -3.018 -5.993 4.987  -0.613
H -1.665 -7.396 3.982  0.305
C -3.720 -1.213 1.850  -0.766
C -3.310 -1.326 0.485  0.363
C -3.630 -2.293 2.701  -0.719
C -6.969 -2.656 -4.049  0.430
O -5.862 0.940 -3.234  -0.734
C -1.585 7.142 1.595  -0.533
H -8.338 -5.074 -1.314  0.341
H -1.531 0.629 1.250  0.447
H -6.502 -2.350 -4.988  0.325
C -4.782 -2.516 -3.026  0.434
C -8.725 -4.116 -3.214  -0.234
C -3.537 -0.247 -0.412  -0.374
C -2.120 1.427 0.786  -0.628
C -3.510 -4.670 4.381  -0.674
H -1.302 7.860 0.819  0.280
C -2.953 -3.474 2.283  1.448
H -0.998 7.350 2.494  0.297
C -1.828 2.752 1.040  -0.630
H -3.555 8.082 1.392  0.298
C -8.274 -3.226 -4.169  -1.060
H -4.139 -0.427 -1.298  0.022
H -8.837 -2.998 -5.070  0.328
C -2.739 -2.551 0.045  -0.722
N -5.902 -0.319 -3.353  0.816
C -6.151 -3.055 -2.958  0.174
C -3.751 3.431 -0.327  -0.602
H -4.043 -2.244 3.713  0.315
H -0.851 -6.121 4.898  0.291
H -4.367 5.450 2.076  0.278
O -7.080 -0.834 -3.569  -0.556
H -3.767 -6.768 4.807  0.288
H -2.465 -2.658 -1.007  0.415
H -0.672 -4.963 2.904  0.312
H -0.615 5.170 1.764  0.218
C -6.653 -3.876 -1.957  -0.410
C -1.288 5.721 1.090  -0.519
H -6.057 -4.051 -1.053  0.413
H -1.800 -6.052 2.091  0.291
H -4.381 4.232 -0.716  0.341
C -2.515 -3.580 0.933  -0.778
C -1.658 -5.454 3.007  -0.625
C -4.776 -1.076 -3.247  -0.752

3.
ORCA calculation (ωB97M-V/def2-TZVPD) on a 2-piece molecular cluster, C29H31N3O5 overall.

The value obtained for the energy above the lowest of the compared OMol25 structures with the same formula, charge and spin is 160.6 kcal/mol. Its charge is 0. For the HOMO-LUMO gap, the calculation gives 3.79 eV. The calculation puts the lowest unoccupied orbital energy at -2.36 eV. Its multiplicity is 1.

Last column: Mulliken charge in e.
Cartesian coordinates (Å):
H -4.805 0.435 0.571  0.304
C -2.903 2.147 3.361  0.278
C 0.273 3.009 4.215  -1.503
H 6.928 -1.902 3.043  0.422
C -2.878 -0.187 2.357  -0.719
H -0.290 2.873 5.149  0.365
C -6.259 -1.154 3.815  -0.737
N -2.821 -6.814 2.822  0.946
H -1.955 -5.788 0.532  0.426
O -4.080 2.457 3.518  -0.695
H -0.643 2.297 0.906  0.325
C -7.127 -0.733 2.798  -0.395
C 2.429 -0.733 3.302  -0.758
C 0.046 0.005 3.368  0.514
C -2.310 0.738 3.440  -0.066
H -1.747 4.777 1.962  0.304
C 0.415 -5.169 3.579  -0.355
C -4.369 -0.411 2.499  0.518
H 2.181 -1.783 3.468  0.259
H -7.279 0.160 0.821  0.360
C -0.124 -4.863 1.185  -0.535
O 7.900 0.448 2.660  -0.430
C -6.613 -0.170 1.622  -0.604
H 3.546 1.755 2.881  0.251
H 1.076 -5.010 4.426  0.356
N -1.885 3.012 3.088  0.289
C -0.551 2.423 3.060  0.081
H -2.334 -1.145 2.418  0.538
C 0.059 2.659 1.671  -1.510
H -0.342 -0.999 3.559  0.614
H 1.003 2.129 1.541  0.407
H -8.206 -0.846 2.920  0.365
C -5.233 -0.017 1.471  -0.311
H 4.496 -2.453 3.313  0.451
N -0.871 0.992 3.287  0.559
H -4.179 -1.325 4.443  0.376
H -1.014 -6.319 4.702  0.414
H -2.514 0.326 4.448  0.342
H 8.025 2.457 3.261  0.340
H -2.661 0.271 1.376  0.320
C 4.259 0.932 2.923  -0.566
C 6.569 0.216 2.806  1.007
H 9.395 1.762 2.337  0.240
O -3.577 -6.992 1.838  -0.653
C 5.596 1.247 2.755  -0.639
H -1.613 5.005 3.714  0.303
C -0.736 -5.892 3.739  -0.302
C 1.413 0.213 3.226  0.581
H 7.873 2.195 1.494  0.346
H 0.234 3.732 1.525  0.480
H 1.238 2.513 4.322  0.387
C -2.121 4.431 2.931  -0.958
C -1.271 -5.588 1.357  -0.317
H 0.441 4.078 4.039  0.458
C -4.876 -1.002 3.662  -0.266
H 5.896 2.287 2.585  0.373
H -3.193 4.628 2.989  0.385
C -1.602 -6.102 2.637  -0.062
C 3.815 -0.405 3.139  0.674
H 0.122 -4.470 0.203  0.387
C 0.794 -4.564 2.295  0.181
C 4.819 -1.420 3.172  -0.454
H 1.718 1.232 3.021  -1.045
C 6.157 -1.130 3.016  -0.777
H -6.650 -1.596 4.735  0.368
C 8.312 1.811 2.423  -0.809
O -3.105 -7.242 3.966  -0.654
O 1.808 -3.841 2.167  -0.772

4.
ORCA calculation (ωB97M-V/def2-TZVPD) on C29H32BrN2O4S3SbSe4V as an isolated structure.

The value obtained for the energy above the lowest of the compared OMol25 structures with the same formula, charge and spin is 163.0 kcal/mol. Its charge is -2. For the HOMO-LUMO gap (spin up / spin down), the calculation gives 5.15 / 5.13 eV. The calculation puts the lowest unoccupied orbital energy (spin up / spin down) at 3.54 / 3.54 eV. Its multiplicity is 2.

Last column: Mulliken charge in e.
Cartesian coordinates (Å):
H -3.107 4.071 -1.702  0.299
C -2.626 1.253 -3.677  -0.404
H -4.473 2.334 -3.750  0.350
O 0.089 -0.145 1.135  -0.205
H -5.074 1.751 -1.413  0.403
C -0.416 0.194 -3.490  0.663
C -2.266 -2.693 2.421  -1.101
H -0.008 -4.840 0.961  0.390
H 0.705 -0.695 -5.077  0.362
C 1.852 0.571 2.521  -0.344
O 2.136 -0.318 0.348  -0.523
H 3.897 0.687 1.858  0.639
H -0.545 4.548 -3.304  0.526
S 1.123 2.392 0.536  -0.389
N 0.691 0.482 -2.904  -1.214
H 2.974 -3.160 -0.242  0.473
H -0.318 -3.277 3.132  0.224
C 4.050 -3.548 2.098  -1.173
C -0.336 -0.503 -4.803  -1.367
H -4.109 5.420 0.104  0.387
C -0.452 -3.851 1.094  -0.561
H -3.108 -3.130 1.886  0.344
C 2.939 -4.420 1.526  -0.252
C -0.851 6.127 0.640  -0.664
H 4.516 -4.033 2.955  0.391
H -1.984 -1.772 1.910  0.123
H -2.660 6.738 1.614  0.366
H -2.585 -2.437 3.431  0.392
H 3.345 -5.380 1.194  0.467
H 3.645 -2.591 2.427  0.170
V 0.594 -0.795 -0.413  -0.047
C -1.746 0.487 -2.917  0.583
H -2.333 1.547 -4.676  0.222
H -0.844 0.051 -5.588  0.371
Se 2.174 -5.537 -3.422  -0.708
H -1.163 -3.662 0.268  0.398
H -3.613 0.281 -0.094  0.416
C 0.971 0.690 3.589  -0.355
C -3.035 5.410 -0.029  -0.687
C -1.092 -3.665 2.455  -0.404
H -0.861 -1.467 -4.689  0.214
Se 0.551 -2.280 -1.723  0.311
C 0.937 1.967 -1.099  0.408
C -2.113 0.102 -1.596  0.179
C -2.224 6.149 0.817  -0.364
C -0.561 3.905 -2.421  0.322
Se -1.538 -5.250 -3.471  -0.657
H -1.419 -4.632 2.849  0.444
N 0.691 0.796 -1.560  1.157
C 2.795 1.261 5.026  -0.330
C -1.101 4.660 -1.247  0.326
H 3.183 1.530 5.997  0.415
H -0.209 6.690 1.306  0.375
C -0.291 5.394 -0.391  -0.222
C 2.258 -3.762 0.348  -1.039
H 2.192 -4.617 2.303  0.207
S 1.168 3.332 -2.286  -0.252
C 1.305 0.129 1.201  1.289
O 1.300 -2.195 2.256  -0.929
H -1.188 3.039 -2.646  -0.728
C -2.477 4.660 -1.048  -0.192
H -0.083 0.500 3.429  0.505
C -4.163 1.370 -1.855  -0.694
H 0.782 5.379 -0.527  0.388
Sb 0.444 -3.820 -3.564  0.206
C 1.442 1.035 4.838  -0.982
H 4.816 -3.361 1.344  0.329
Se 0.121 -4.103 -6.203  -0.506
S 0.916 -2.572 0.915  1.199
C 3.652 1.137 3.947  -0.289
H 0.756 1.123 5.670  0.407
C 3.212 0.786 2.691  -0.398
C -3.346 0.562 -1.104  -0.753
C -3.821 1.708 -3.156  -0.694
O -1.404 -0.690 -0.838  -0.268
H 1.803 -4.500 -0.335  0.292
Br 5.516 1.453 4.222  -0.239